[1]
{
  "formula": "C21H21NO5S",
  "method": "ωB97M-V/def2-TZVPD",
  "orbital_gap_ev": 7.8,
  "e_above_lowest_kj_mol": 1844.5,
  "energy_ev": -44661.3649,
  "elements": ["C", "H", "O", "C", "C", "C", "C", "C", "C", "H", "H", "C", "N", "C", "O", "C", "C", "C", "C", "C", "H", "H", "S", "O", "O", "C", "C", "C", "C", "C", "C", "C", "H", "H", "H", "H", "H", "H", "H", "O", "H", "H", "H", "H", "H", "H", "H", "H", "H"],
  "positions_angstrom": [[0.47341, -6.28076, -0.13555], [0.14038, -6.56241, -1.24101], [-0.47722, -5.90651, 0.61462], [-1.08761, -4.58046, 0.19391], [-0.72931, -3.75879, -1.06769], [-1.35309, -2.45745, -1.10443], [-2.46027, -1.92949, -0.22489], [-2.63451, -2.89084, 0.68029], [-2.01620, -4.06110, 0.96607], [-2.45527, -4.72251, 1.83672], [-3.35176, -2.54275, 1.52534], [-2.78523, -0.70730, -0.60668], [-2.03365, 0.24244, -1.02947], [-2.06551, 1.23839, -1.60692], [-3.09600, 1.48195, -2.39988], [-0.96486, 2.22104, -1.72972], [-0.90636, 3.39434, -2.38268], [0.56170, 3.75435, -2.15002], [1.28951, 2.45993, -1.58526], [2.57459, 2.37855, -1.00914], [3.32732, 3.13759, -1.52650], [2.99238, 1.47320, -1.24149], [2.66734, 2.35600, 0.83081], [2.28764, 3.80178, 1.29523], [4.10918, 1.70810, 1.02547], [1.23537, 1.23103, 1.28565], [0.03925, 2.01224, 1.79742], [-0.74008, 1.15256, 2.46026], [-0.91315, -0.02986, 2.36250], [0.11604, -0.78589, 1.70512], [1.37636, -0.11935, 1.15490], [2.43327, -0.76780, 0.32110], [2.20380, -0.83857, -0.59030], [3.24196, -0.21313, 0.53629], [2.41128, -1.75101, 0.76271], [0.31583, -1.94753, 1.71533], [-1.59920, -0.79178, 2.54870], [-1.79985, 1.80352, 3.12368], [0.26844, 3.05114, 2.00931], [0.38488, 1.74029, -1.21361], [0.95326, 4.57394, -2.38479], [-1.50630, 4.13697, -2.54737], [-1.07443, 0.26090, -0.33848], [-3.66317, -0.35289, 0.24468], [-3.48475, -0.72335, -1.47499], [-1.06228, -2.07914, -1.97858], [0.01384, -4.10631, -1.51145], [0.60930, -7.27806, 0.20714], [1.52344, -5.67646, -0.25065]]
}



[2]
{
  "formula": "C35H58NO27S2",
  "method": "ωB97M-V/def2-TZVPD",
  "orbital_gap_ev": 7.1,
  "total_charge": -1,
  "energy_ev": -115678.9200,
  "elements": ["C", "C", "C", "O", "C", "S", "O", "O", "N", "S", "O", "O", "O", "C", "C", "C", "H", "H", "H", "H", "H", "H", "H", "H", "H", "H", "H", "H", "H", "H", "H", "H", "C", "C", "C", "O", "C", "O", "O", "H", "H", "H", "H", "H", "H", "C", "C", "C", "O", "C", "O", "O", "H", "H", "H", "H", "H", "H", "C", "C", "C", "O", "C", "O", "O", "H", "H", "H", "H", "H", "H", "C", "C", "C", "O", "C", "O", "O", "H", "H", "H", "H", "H", "H", "C", "C", "C", "O", "C", "O", "O", "H", "H", "H", "H", "H", "H", "C", "C", "C", "O", "C", "O", "O", "H", "H", "H", "H", "H", "H", "C", "C", "C", "O", "C", "O", "O", "H", "H", "H", "H", "H", "H"],
  "positions_angstrom": [[6.74743, 4.29845, 1.03966], [6.45945, 5.79821, 1.44151], [5.42834, 6.50712, 0.49869], [4.20899, 6.89735, 1.12448], [4.39033, 7.89589, 2.10449], [3.81345, 7.17789, 3.72221], [3.46210, 5.75431, 3.47852], [5.03200, 7.20944, 4.61003], [2.64572, 8.12460, 4.47427], [1.08799, 7.59610, 4.12584], [0.16889, 8.45044, 4.94941], [0.81325, 6.16983, 4.50244], [0.65400, 7.91278, 2.54920], [0.86828, 6.78323, 1.68325], [-0.33125, 5.74378, 1.66931], [0.36292, 4.31386, 1.74896], [7.51778, 4.23555, 0.23480], [5.78811, 3.86586, 0.67846], [7.14300, 3.69709, 1.89124], [7.41735, 6.38395, 1.43949], [6.13408, 5.77787, 2.50924], [5.14216, 5.76635, -0.29163], [5.86837, 7.38712, -0.02787], [3.82114, 8.82517, 1.86006], [5.45411, 8.21588, 2.23329], [1.84228, 6.26630, 1.82504], [0.89534, 7.20727, 0.64323], [-0.97392, 5.84422, 0.76762], [-0.89017, 5.91072, 2.62117], [0.99625, 4.33059, 2.67136], [1.06615, 4.27328, 0.89464], [-0.36492, 3.48548, 1.73825], [-2.48177, -0.78267, -1.67653], [-1.36047, -0.36425, -0.75679], [-1.82388, 0.08634, 0.59301], [-0.78820, 0.99420, 0.98478], [-0.26544, 1.50388, -0.15896], [0.46783, 2.43948, -0.20640], [-0.69984, 0.80965, -1.24734], [-2.09207, -1.03446, -2.65503], [-3.01563, -1.64711, -1.27932], [-3.19293, 0.03538, -1.82204], [-0.61528, -1.16423, -0.67661], [-1.91036, -0.74080, 1.29668], [-2.77100, 0.63668, 0.56474], [1.14433, -5.90926, -1.40408], [0.84546, -4.94325, -2.52761], [1.42124, -3.57055, -2.32024], [0.51884, -2.74949, -3.06691], [-0.67991, -3.38756, -3.06754], [-1.70368, -2.88907, -3.41279], [-0.55797, -4.65943, -2.60965], [0.64651, -6.86260, -1.58017], [2.21288, -6.08643, -1.31306], [0.76674, -5.52934, -0.45181], [1.16059, -5.36918, -3.48638], [2.43766, -3.47845, -2.70211], [1.40079, -3.24665, -1.27528], [1.41849, 2.18870, -2.73996], [2.90723, 2.39587, -2.90441], [3.62714, 1.21631, -3.49778], [4.94259, 1.36174, -2.95826], [4.80571, 2.01504, -1.77110], [5.66370, 2.12465, -0.95719], [3.55418, 2.52071, -1.63474], [0.96629, 3.04807, -2.24377], [0.93307, 2.04649, -3.70753], [1.21168, 1.32162, -2.11000], [3.10095, 3.31119, -3.47393], [3.64852, 1.24060, -4.58721], [3.22246, 0.25428, -3.16901], [-4.68477, 5.25508, -1.32413], [-5.51203, 4.33802, -0.45286], [-4.88621, 4.03708, 0.88071], [-5.43829, 2.75273, 1.18603], [-5.70566, 2.14849, 0.00147], [-5.97883, 0.99458, -0.12042], [-5.61390, 3.02842, -1.02878], [-5.15751, 5.38071, -2.30006], [-4.56884, 6.23626, -0.86208], [-3.69504, 4.83150, -1.50651], [-6.52580, 4.73665, -0.33957], [-5.15070, 4.76675, 1.64478], [-3.79711, 3.94511, 0.83718], [-3.90065, -5.86190, 1.93574], [-3.21536, -4.56181, 2.29484], [-3.51532, -3.43643, 1.34645], [-2.34857, -2.61633, 1.46955], [-1.32684, -3.44511, 1.81449], [-0.17821, -3.13681, 1.79673], [-1.79072, -4.67136, 2.17284], [-3.59324, -6.65566, 2.62035], [-4.98592, -5.76024, 1.98310], [-3.62202, -6.18611, 0.93486], [-3.44561, -4.28721, 3.33006], [-4.41106, -2.88071, 1.62691], [-3.60523, -3.75542, 0.30654], [6.81871, -8.39288, 1.42333], [5.82335, -8.54862, 0.29653], [5.73243, -7.35015, -0.60729], [4.39276, -7.44418, -1.09639], [3.67066, -8.08738, -0.14014], [2.48505, -8.15323, -0.12574], [4.48490, -8.63705, 0.79818], [6.78919, -9.26433, 2.07946], [7.83301, -8.27872, 1.03828], [6.57559, -7.52625, 2.04130], [6.03311, -9.46227, -0.26942], [6.44935, -7.38551, -1.42690], [5.84200, -6.39976, -0.07720], [-8.52684, -3.02717, -1.90005], [-7.67344, -4.27406, -1.85705], [-7.89096, -5.12198, -0.63455], [-6.62687, -5.77472, -0.49326], [-5.69804, -4.94575, -1.03723], [-4.52220, -5.07569, -0.91002], [-6.28538, -3.94550, -1.73851], [-8.27415, -2.42389, -2.77323], [-9.58762, -3.27905, -1.94321], [-8.34718, -2.40085, -1.02381], [-7.80593, -4.85463, -2.77583], [-8.69230, -5.84882, -0.76306], [-8.08122, -4.53591, 0.26934]]
}



[3]
{
  "formula": "C3H11NO3",
  "method": "ωB97M-V/def2-TZVPD",
  "s_squared": 0.760,
  "orbital_gap_ev": [2.9, 5.2],
  "spin_multiplicity": 2,
  "e_above_lowest_kj_mol": 222.4,
  "total_charge": -1,
  "energy_ev": -10919.1500,
  "elements": ["C", "C", "C", "N", "H", "H", "H", "H", "H", "H", "H", "O", "H", "H", "O", "H", "H", "O"],
  "positions_angstrom": [[-0.07956, 0.96086, -0.16133], [-0.62328, 0.80674, 1.06744], [-1.71299, 2.37458, -1.09718], [-0.79040, 1.43217, -1.27494], [0.94171, 0.79208, -0.50037], [-1.66403, 0.51964, 1.17317], [-0.02434, 0.67258, 1.96303], [-2.70089, 2.30489, -1.55923], [-1.52794, 3.16610, -0.34885], [0.15846, -1.45396, -3.92058], [0.88175, -2.13153, -2.84895], [0.38606, -1.31737, -3.01974], [-1.47115, -1.91990, -2.02968], [-1.90962, -0.93655, -1.03340], [-1.99877, -1.85283, -1.24526], [4.59518, -0.75522, 5.35207], [3.35104, -1.50814, 4.90009], [4.18876, -1.15414, 4.58371]]
}



[4]
{
  "formula": "C34H59BN5O4PPbS2Se",
  "method": "ωB97M-V/def2-TZVPD",
  "orbital_gap_ev": [6.4, 4.0],
  "e_above_lowest_kj_mol": 96.3,
  "energy_ev": -154086.8074,
  "elements": ["Pb", "C", "C", "C", "C", "C", "C", "C", "C", "C", "C", "C", "C", "C", "C", "C", "C", "C", "H", "H", "H", "H", "H", "H", "H", "H", "H", "H", "H", "H", "H", "H", "H", "H", "H", "H", "H", "H", "H", "H", "H", "H", "H", "H", "H", "H", "H", "C", "N", "C", "C", "N", "B", "N", "C", "C", "N", "C", "C", "S", "C", "S", "H", "H", "H", "H", "H", "H", "H", "H", "H", "H", "H", "H", "Se", "C", "N", "C", "C", "C", "C", "O", "P", "O", "O", "O", "C", "C", "C", "C", "H", "H", "H", "H", "H", "H", "H", "H", "H", "H", "H", "H", "H", "H", "H", "H", "H", "H"],
  "positions_angstrom": [[-1.67164, 0.80781, -0.52154], [3.87484, 0.26346, 2.39322], [4.36191, 1.41272, 1.61526], [4.46985, 0.88170, 0.25552], [3.94302, -0.42507, 0.30263], [3.45907, -0.76017, 1.58968], [2.65515, -1.95653, 1.82980], [1.19194, -1.56282, 1.82376], [2.92751, -2.96991, 0.73794], [3.02113, -2.53504, 3.20674], [4.93894, 1.40021, -1.07967], [6.15194, 2.29078, -0.95506], [5.35237, 0.23889, -2.03328], [3.91442, 2.26840, -1.81602], [4.71410, 2.74568, 2.32481], [6.22036, 2.90991, 2.52797], [4.17881, 4.01664, 1.65138], [4.11442, 2.80217, 3.75022], [3.77120, 0.28422, 3.44337], [3.84998, -1.08040, -0.60119], [0.78954, -1.30974, 0.80282], [1.00112, -0.59933, 2.40751], [0.51832, -2.28173, 2.18808], [2.56200, -2.63909, -0.25415], [2.34118, -3.90959, 0.98673], [3.98770, -3.25195, 0.68935], [2.54845, -1.76236, 3.89980], [4.09911, -2.54744, 3.43956], [2.54867, -3.57351, 3.28747], [6.96294, 1.84431, -0.38660], [5.91210, 3.25066, -0.41336], [6.55057, 2.68344, -1.91482], [6.25645, -0.31848, -1.64572], [5.62374, 0.66174, -3.03565], [4.63927, -0.55683, -2.27019], [3.54205, 3.01017, -1.12339], [3.03133, 1.76504, -2.22371], [4.40027, 2.69678, -2.66561], [6.68840, 3.41336, 1.64235], [6.63926, 1.91994, 2.79375], [6.39163, 3.52318, 3.41110], [4.36911, 4.13156, 0.57514], [4.72532, 4.88346, 2.11649], [3.09655, 4.10760, 1.81577], [4.59037, 1.98457, 4.33314], [3.00261, 2.74442, 3.81453], [4.30565, 3.79532, 4.14580], [-3.81873, 5.39628, -0.69928], [-3.35524, 4.96405, -2.01289], [-4.06609, 5.05833, -3.17977], [-3.32145, 4.49333, -4.18223], [-2.17104, 4.01271, -3.66599], [-1.21256, 3.16082, -4.57690], [-0.95985, 1.62599, -4.31131], [0.18737, 0.88484, -4.72492], [0.03179, -0.42230, -4.41527], [-1.33697, -0.56761, -4.06842], [-1.90481, -1.85651, -3.76749], [-1.89846, 0.71154, -3.89876], [-3.34349, 0.89905, -3.08189], [-2.16064, 4.23890, -2.28242], [-0.95798, 3.81972, -1.17598], [-4.77802, 4.88216, -0.48006], [-3.87388, 6.47075, -0.66610], [-3.08599, 4.99015, 0.04880], [-5.05789, 5.50251, -3.19309], [-3.58231, 4.27756, -5.20051], [-0.13168, 3.62116, -4.31010], [-1.57272, 3.13553, -5.74010], [1.02134, 1.51488, -5.07651], [0.64432, -1.28759, -4.54601], [-1.19949, -2.33579, -3.07215], [-2.07694, -2.31703, -4.78126], [-2.87348, -1.59323, -3.26712], [-2.21718, 2.88644, 2.05744], [-3.31932, 2.37594, 0.79857], [-3.81607, 1.79289, -0.15920], [-2.71592, -5.37079, 0.74582], [-1.98798, -4.56323, 1.77616], [-0.53050, -4.95375, 1.76871], [-2.63622, -4.70859, 3.13075], [-1.97769, -3.10507, 1.56635], [-2.98254, -2.39383, 0.50441], [-3.02312, -2.95823, -0.84531], [-2.61451, -0.88687, 0.62340], [-4.36690, -2.61277, 1.30287], [-5.70636, -2.18749, 1.05529], [-5.74776, -1.46537, -0.24103], [-6.47912, -3.49783, 0.95885], [-6.09402, -1.36239, 2.24597], [-2.75658, -6.40723, 1.10146], [-2.25726, -5.40191, -0.24115], [-3.72339, -4.94336, 0.63300], [-0.36437, -6.04221, 1.87536], [-0.00004, -4.50226, 2.63672], [0.04953, -4.64605, 0.90238], [-2.64948, -5.68707, 3.61004], [-3.71055, -4.48666, 2.96213], [-2.21141, -4.01630, 3.88020], [-5.03284, -1.89842, -0.92044], [-5.52745, -0.41258, -0.08303], [-6.75973, -1.50392, -0.66042], [-5.99352, -4.14961, 0.25269], [-7.50603, -3.47300, 0.60597], [-6.52837, -3.98860, 1.91194], [-5.23115, -0.67947, 2.45554], [-6.30705, -1.95299, 3.17868], [-6.98325, -0.77577, 2.07590]]
}



[5]
{
  "formula": "C3H12N2O2",
  "method": "ωB97M-V/def2-TZVPD",
  "orbital_gap_ev": 10.0,
  "e_above_lowest_kj_mol": 163.9,
  "energy_ev": -10379.8508,
  "elements": ["C", "N", "C", "O", "C", "N", "H", "H", "H", "H", "H", "H", "H", "H", "H", "H", "H", "H", "O"],
  "positions_angstrom": [[0.07962, -0.32053, -1.76341], [0.10907, -0.48604, -0.29904], [0.22337, -1.69772, 0.39957], [1.59676, -2.19058, 0.55824], [-1.13428, 0.49825, -2.20761], [-1.75662, -0.13143, -3.38846], [1.02549, 0.06974, -2.10776], [-0.01437, -1.33753, -2.15523], [0.62811, 0.24087, 0.17224], [-0.25488, -2.55991, -0.06764], [-0.16842, -1.58349, 1.39954], [2.17358, -1.48244, 0.24148], [-0.86512, 1.51799, -2.48270], [-1.81494, 0.57234, -1.35734], [-1.84195, -1.12352, -3.21634], [-2.70288, 0.21632, -3.51164], [-0.01958, 3.71458, 5.99415], [0.89272, 4.19904, 4.94167], [0.90181, 3.61288, 5.71756]]
}



[6]
{
  "formula": "C4H9NO2S",
  "method": "ωB97M-V/def2-TZVPD",
  "orbital_gap_ev": 10.0,
  "e_above_lowest_kj_mol": 466.9,
  "energy_ev": -20710.1943,
  "elements": ["C", "C", "C", "C", "H", "H", "H", "H", "H", "H", "H", "H", "H", "N", "O", "O", "S"],
  "positions_angstrom": [[-2.89416, 0.18408, 0.30481], [-1.82143, -0.75314, -0.11875], [1.21205, 0.73457, -0.37710], [3.44827, -0.36143, 0.22852], [-2.69776, 1.32111, 0.32604], [-3.17215, -0.25396, 1.49046], [-4.00643, 0.01586, -0.39903], [-1.09590, -1.09426, 0.60207], [-2.37839, -1.70688, -0.56722], [-0.60555, 1.64568, -0.66525], [4.21721, -0.14236, -0.60825], [3.83562, -1.30935, 0.99591], [3.16707, 0.39598, 1.09564], [-0.16007, 0.78444, -0.50686], [-0.82332, -0.27338, -1.11879], [1.91861, 1.74231, -0.24362], [1.85635, -0.92927, -0.43858]]
}